1.
C26H25N3O5S | ωB97M-V with the def2-TZVPD basis set

Structure (SMILES): CCc1ccc(NC(=O)[C@H](CC)Sc2nc3cc4c(cc3c(=O)n2Cc2ccco2)OCO4)cc1
Energy above the lowest of the compared OMol25 structures with the same formula, charge and spin: 56.4 kcal per mole
HOMO: -7.952 eV

Each line ends with the Löwdin charge.
Cartesian coordinates (Å):
C: -6.2889 -2.1882 1.8881  -0.10
H: -6.3719 -2.5702 0.8732  0.07
H: -7.2895 -2.0217 2.2804  0.07
H: -5.7975 -2.9432 2.4977  0.07
C: -5.4835 -0.8873 1.9013  -0.22
C: -4.1036 -1.1186 1.3556  -0.26
C: -3.8476 -1.0101 -0.0051  -0.03
C: -2.5947 -1.2692 -0.5268  0.00
C: -1.5581 -1.6423 0.3211  -0.22
C: -1.8033 -1.7528 1.6873  -0.02
C: -3.0621 -1.4970 2.1933  -0.04
H: -3.2365 -1.5877 3.2560  0.11
H: -1.0011 -2.0394 2.3544  0.11
N: -0.2625 -1.9088 -0.1341  0.12
C: 0.2636 -1.6622 -1.3616  -0.54
O: -0.3638 -1.4093 -2.3638  0.06
C: 1.7739 -1.9071 -1.4344  -0.46
C: 2.0836 -3.4016 -1.5507  -0.27
C: 1.5939 -3.9655 -2.8790  -0.09
H: 0.5274 -3.7952 -2.9981  0.07
H: 1.7849 -5.0346 -2.9238  0.07
H: 2.1085 -3.4863 -3.7082  0.08
H: 1.6092 -3.9346 -0.7229  0.11
H: 3.1634 -3.5457 -1.4650  0.10
H: 2.1516 -1.3722 -2.3086  0.13
S: 2.6780 -1.2473 0.0177  1.10
C: 1.9361 0.3377 0.1261  -0.53
N: 0.9757 0.5782 -0.6898  0.11
C: 0.3119 1.7650 -0.6055  -0.18
C: 0.6822 2.7266 0.3520  -0.06
C: -0.0070 3.9486 0.4518  0.09
C: -1.0442 4.1459 -0.4128  -0.19
C: -1.4158 3.1768 -1.3671  -0.18
C: -0.7590 1.9852 -1.4886  0.10
H: -1.0246 1.2298 -2.2069  0.12
O: -2.4769 3.6394 -2.0820  0.05
C: -2.7742 4.9211 -1.5696  -0.15
O: -1.8740 5.2259 -0.5279  0.04
H: -2.6788 5.6698 -2.3721  0.14
H: -3.8055 4.9328 -1.1829  0.14
H: 0.2901 4.6758 1.1882  0.13
C: 1.7919 2.4564 1.2521  -0.36
O: 2.2088 3.2127 2.1045  0.08
N: 2.3850 1.1914 1.0833  0.02
C: 3.5207 0.8510 1.9228  -0.08
C: 4.7784 0.7544 1.1226  -0.31
C: 5.2767 1.5453 0.1290  -0.01
C: 6.4986 0.9500 -0.2695  -0.05
C: 6.6480 -0.1522 0.5119  -0.12
O: 5.6100 -0.2808 1.3553  0.03
H: 7.4180 -0.8955 0.5660  0.12
H: 7.1660 1.3003 -1.0294  0.10
H: 4.8319 2.4371 -0.2633  0.12
H: 3.3439 -0.1045 2.4260  0.13
H: 3.5883 1.6532 2.6673  0.14
H: 0.4003 -2.1274 0.6001  0.11
H: -2.4120 -1.1812 -1.5840  0.10
H: -4.6443 -0.7168 -0.6734  0.12
H: -5.9999 -0.1392 1.2965  0.11
H: -5.4198 -0.5141 2.9256  0.11


2.
C26H25N4O4Re | ωB97M-V with the def2-TZVPD basis set

Net charge: +3
Expectation value of S²: 0.756
2S+1: 2
HOMO (alpha / beta): -16.773 / -16.773 eV

Each line ends with the Löwdin spin population.
Cartesian coordinates (Å):
Re: 0.1050 -0.0400 0.6258  0.77
C: -1.6242 -3.3711 2.7242  0.00
O: -0.8104 -3.9463 1.6266  0.02
C: -0.2053 -2.9684 1.0502  0.02
N: -0.2944 -1.7957 1.5996  -0.01
C: -1.2908 -1.8550 2.6884  0.00
C: -2.3937 -0.9000 2.2838  0.00
C: -2.5087 -0.4757 0.9478  0.01
C: -3.5271 0.4002 0.5718  0.00
C: -4.4214 0.8636 1.5235  0.00
C: -4.2967 0.4578 2.8462  0.00
C: -3.2871 -0.4177 3.2268  0.00
C: 0.3741 -2.9981 -0.2970  0.01
C: 0.6381 -4.0851 -1.1046  0.00
C: 1.0565 -3.8388 -2.4121  0.02
C: 1.1608 -2.5341 -2.8753  0.00
C: 0.8594 -1.5062 -1.9964  0.02
N: 0.4908 -1.7293 -0.7303  0.00
C: 0.8437 -0.0639 -2.2676  0.00
N: 0.4873 0.7258 -1.3090  0.00
C: 0.6508 2.1394 -1.8097  0.00
C: 0.9884 1.8919 -3.3056  0.00
O: 1.1772 0.4381 -3.4098  0.00
C: -0.5136 3.0731 -1.6259  0.00
C: -0.3643 4.3629 -2.1399  0.00
C: -1.3828 5.2892 -2.0055  0.00
C: -2.5582 4.9397 -1.3499  0.00
C: -2.7054 3.6598 -0.8384  0.00
C: -1.6859 2.7278 -0.9793  0.00
H: -1.3311 -3.8759 3.6391  0.00
H: -2.6568 -3.5930 2.4656  0.00
H: -0.8232 -1.5382 3.6212  0.00
H: -1.9652 -0.9657 0.1225  0.00
H: -3.6449 0.6794 -0.4664  0.00
H: -5.2251 1.5278 1.2360  0.00
H: -4.9938 0.8217 3.5892  0.00
H: -3.2006 -0.7166 4.2645  0.00
H: 0.5080 -5.0932 -0.7326  0.00
H: 1.2781 -4.6681 -3.0717  0.00
H: 1.4506 -2.3123 -3.8943  0.00
H: 1.5215 2.5428 -1.2834  0.00
H: 1.9119 2.3521 -3.6430  0.00
H: 0.1609 2.1527 -3.9609  0.00
H: 0.5524 4.6569 -2.6401  0.00
H: -1.2584 6.2850 -2.4079  0.00
H: -3.3539 5.6637 -1.2426  0.00
H: -3.6190 3.3871 -0.3269  0.00
H: -1.8357 1.7298 -0.5897  0.00
N: 2.2143 0.0002 0.9195  0.00
C: 2.8152 1.3285 1.3231  0.01
C: 2.1580 1.9311 2.5570  0.01
C: 0.7742 2.4725 2.3032  0.02
O: 0.2888 3.5017 2.5253  0.00
O: -0.0779 1.4399 1.6419  0.12
H: 2.4800 -0.6793 1.6348  0.00
H: 2.7199 -0.2920 0.0816  0.00
H: 2.7345 1.9958 0.4653  0.00
H: 3.8740 1.1603 1.5180  0.00
H: 2.7585 2.7721 2.9058  0.00
H: 2.1159 1.2099 3.3781  0.00


3.
C26H25N7 | ωB97M-V with the def2-TZVPD basis set

Energy above the lowest of the compared OMol25 structures with the same formula, charge and spin: 1.9 kcal per mole
HOMO: -5.665 eV

Each line ends with the Löwdin charge.
Cartesian coordinates (Å):
C: -3.3620 -2.9201 0.2918  0.01
C: -2.9447 -1.6175 0.8309  -0.16
N: -3.8554 -0.6859 1.2183  -0.02
C: -5.2982 -0.8709 1.1549  0.01
C: -3.2098 0.4181 1.7865  -0.15
C: -1.8176 0.1448 1.7833  -0.09
C: -0.9836 0.9998 2.4893  0.01
C: -1.5238 2.1530 3.0854  -0.06
C: -2.9003 2.4335 3.0210  -0.07
C: -3.7704 1.5377 2.3836  -0.01
C: -1.6272 -1.1395 1.1011  -0.07
C: -0.4395 -1.8296 0.8337  0.11
C: 0.8856 -1.3977 1.1009  -0.10
C: 1.8999 -2.0363 1.8671  -0.19
C: 1.8582 -3.3281 2.5699  -0.01
N: 2.9777 -1.2052 1.9613  -0.04
C: 4.1763 -1.4865 2.7371  0.00
C: 2.7439 -0.0284 1.2448  -0.17
C: 1.4659 -0.1526 0.6505  -0.14
C: 1.0161 0.8377 -0.2099  -0.02
C: 1.7688 2.0138 -0.3052  -0.08
C: 3.0043 2.1616 0.3489  -0.07
C: 3.5163 1.1198 1.1321  -0.02
H: -2.4635 -3.4915 0.0500  0.08
H: -3.9480 -3.5180 1.0104  0.11
H: -3.9549 -2.7959 -0.6266  0.11
H: -5.7983 0.0304 1.5209  0.09
H: -5.6169 -1.0596 0.1216  0.11
H: -5.6151 -1.7304 1.7649  0.11
H: 0.0669 0.7431 2.5879  0.11
H: -0.8646 2.8445 3.6120  0.11
H: -3.2912 3.3520 3.4613  0.11
H: -4.8444 1.7066 2.3324  0.10
H: -0.5535 -2.8424 0.4417  0.12
H: 0.8855 -3.7883 2.3746  0.08
H: 2.6371 -4.0170 2.2102  0.10
H: 1.9696 -3.2077 3.6589  0.10
H: 4.8643 -0.6377 2.6611  0.08
H: 3.9236 -1.6521 3.7942  0.10
H: 4.6853 -2.3904 2.3730  0.10
H: 0.1381 0.6301 -0.8170  0.08
H: 1.4082 2.8306 -0.9261  0.09
H: 3.5636 3.0868 0.2071  0.10
H: 4.4682 1.1885 1.6537  0.10
N: 1.3940 1.9816 -6.9837  0.12
C: 1.4929 1.9814 -5.6421  -0.36
N: 2.2783 2.8692 -5.0196  0.08
C: 2.3069 2.8622 -3.6761  -0.23
N: 1.5891 2.0486 -2.8834  0.05
C: 0.8454 1.1003 -3.4074  -0.35
C: 0.7583 1.0153 -4.8690  -0.22
N: -0.0465 -0.0242 -5.1782  0.03
C: -0.4336 -0.5598 -3.9644  -0.25
N: 0.0784 0.0959 -2.8670  0.04
H: 0.7641 1.3534 -7.4583  0.09
H: 1.8548 2.7136 -7.5039  0.09
H: 2.9632 3.5897 -3.1893  0.09
H: -1.0856 -1.4303 -3.9012  0.07


4.
C26H25NO4 | ωB97M-V with the def2-TZVPD basis set

Structure (SMILES): COc1ccc(CN(CC[C@@H](c2ccccc2)c2ccco2)C(=O)c2ccco2)cc1
Energy above the lowest of the compared OMol25 structures with the same formula, charge and spin: 61.2 kcal per mole
HOMO: -8.385 eV

Each line ends with the Löwdin charge.
Cartesian coordinates (Å):
C: -6.4977 -2.7291 1.6342  -0.09
H: -7.3780 -2.7415 2.2751  0.09
O: -6.2560 -1.3744 1.3452  -0.09
C: -5.2032 -1.0570 0.5409  -0.28
C: -5.0260 0.3041 0.2797  0.01
C: -3.9937 0.7320 -0.5237  -0.01
C: -3.1073 -0.1816 -1.0887  -0.22
C: -3.2831 -1.5290 -0.8220  -0.04
C: -4.3221 -1.9735 -0.0189  -0.02
H: -4.4290 -3.0320 0.1601  0.10
H: -2.6073 -2.2555 -1.2522  0.11
C: -1.9679 0.3142 -1.9375  -0.10
N: -1.0293 1.1016 -1.1504  -0.03
C: -0.9936 2.4403 -1.3531  -0.39
O: -1.7516 2.9935 -2.1393  0.05
C: -0.0219 3.2700 -0.6167  -0.16
C: -0.0564 4.6400 -0.5247  0.01
C: 1.0836 5.0200 0.2124  -0.04
C: 1.7379 3.8623 0.5083  -0.09
O: 1.0817 2.8039 0.0166  0.02
H: 2.6446 3.6631 1.0456  0.11
H: 1.3788 6.0133 0.4808  0.10
H: -0.8130 5.2729 -0.9392  0.12
C: -0.2534 0.3646 -0.1810  -0.13
H: -0.0395 0.9952 0.6820  0.12
H: -0.8686 -0.4726 0.1639  0.13
C: 1.0562 -0.1657 -0.7743  -0.11
H: 1.6219 0.6719 -1.1818  0.12
H: 0.8373 -0.8616 -1.5870  0.12
C: 1.8920 -0.8943 0.2927  -0.20
C: 2.4717 0.0805 1.2723  -0.24
C: 3.6553 0.7572 1.2933  -0.01
C: 3.6416 1.5441 2.4721  -0.07
C: 2.4530 1.2875 3.0782  -0.12
O: 1.7395 0.4018 2.3612  0.05
H: 2.0130 1.6542 3.9843  0.12
H: 4.4136 2.2018 2.8169  0.10
H: 4.4419 0.6989 0.5698  0.11
C: 2.9992 -1.7297 -0.3070  -0.20
C: 3.7785 -1.2637 -1.3585  -0.04
C: 4.8030 -2.0383 -1.8735  -0.08
C: 5.0661 -3.2898 -1.3438  -0.09
C: 4.2970 -3.7623 -0.2950  -0.08
C: 3.2723 -2.9866 0.2175  -0.03
H: 2.6765 -3.3621 1.0376  0.11
H: 4.4945 -4.7376 0.1253  0.10
H: 5.8661 -3.8930 -1.7465  0.10
H: 5.3993 -1.6620 -2.6919  0.10
H: 3.5876 -0.2894 -1.7812  0.11
H: 1.2193 -1.5541 0.8534  0.15
H: -2.3443 0.9734 -2.7242  0.13
H: -1.4337 -0.5253 -2.3923  0.12
H: -3.8647 1.7841 -0.7282  0.12
H: -5.7198 1.0029 0.7193  0.12
H: -5.6567 -3.1837 2.1683  0.09
H: -6.7048 -3.3040 0.7256  0.10